Computed, not measured: a structure of composition H16InO8 in a non-equilibrium geometry, with ωB97M-V/def2-TZVPD.

Structure (ORCA input):
```
! RIJCOSX wB97M-V def2-TZVPD def2/J DEFGRID3
* xyz 3 1
In 16.402 12.528 19.634
O 17.345 14.915 19.179
H 17.803 15.241 19.998
H 17.038 15.746 18.821
O 14.436 11.782 18.184
H 13.648 12.340 17.994
H 14.239 10.862 18.078
O 16.722 10.426 19.083
H 17.233 9.718 19.465
H 16.502 10.047 18.204
O 14.927 14.044 19.559
H 14.787 14.825 20.102
H 14.170 14.081 18.976
O 18.555 12.324 19.444
H 18.877 11.428 19.232
H 19.327 12.650 19.904
O 14.833 11.517 20.849
H 14.682 10.574 21.023
H 14.027 12.003 21.071
O 16.653 12.885 17.541
H 16.039 12.638 16.867
H 17.116 13.684 17.227
O 16.852 13.406 21.526
H 17.714 13.317 21.945
H 16.348 13.652 22.277
*
```

energy above the lowest of the compared OMol25 structures with the same formula, charge and spin: 7.5 kcal/mol
LUMO level: -11.4 eV
gap between HOMO and LUMO: 11.9 eV

Computed, not measured: a structure of composition C39H46BEuF2N7O5 in a non-equilibrium geometry, with ωB97M-V/def2-TZVPD.

Structure (ORCA input):
```
! RIJCOSX wB97M-V def2-TZVPD def2/J DEFGRID3
* xyz -1 7
Eu -2.955 -11.435 21.311
C -0.607 -9.365 23.480
N -1.908 -10.002 23.766
C -2.900 -9.029 24.265
C -3.557 -8.409 23.093
N -4.147 -9.113 22.104
C -4.657 -8.168 21.185
C -5.397 -8.327 19.981
C -5.822 -7.160 19.325
C -5.275 -5.870 19.675
C -4.565 -5.745 20.867
C -4.243 -6.886 21.566
N -3.620 -7.081 22.837
C 0.062 -10.014 22.320
N -0.433 -11.024 21.614
C 0.577 -11.373 20.725
C 0.620 -12.506 19.933
C 1.763 -12.710 19.124
C 2.896 -11.845 19.253
C 2.847 -10.769 20.124
C 1.689 -10.521 20.807
N 1.321 -9.676 21.870
H -0.706 -8.272 23.300
H 0.100 -9.451 24.369
H -1.771 -10.769 24.431
H -3.661 -9.510 24.886
H -2.399 -8.253 24.877
H -5.636 -9.351 19.649
H -6.536 -7.249 18.500
H -5.552 -4.989 19.082
H -4.389 -4.759 21.276
H -3.390 -6.276 23.479
H -0.210 -13.216 19.852
H 1.831 -13.540 18.483
H 3.859 -12.001 18.754
H 3.803 -10.282 20.297
H 2.046 -9.003 22.154
C -5.526 -13.858 27.190
C -6.600 -12.892 26.778
C -6.106 -11.528 26.362
C -7.602 -13.477 25.804
C -8.602 -14.303 26.294
C -9.659 -14.698 25.466
C -9.651 -14.298 24.127
C -8.576 -13.612 23.586
C -8.646 -13.028 22.199
C -8.273 -11.515 22.203
C -7.978 -13.796 21.101
C -7.428 -13.374 24.408
N -6.267 -13.270 23.795
H -5.042 -13.569 28.110
H -4.732 -13.889 26.413
H -5.899 -14.898 27.343
H -7.247 -12.772 27.702
H -5.680 -11.556 25.347
H -5.399 -11.182 27.092
H -6.924 -10.791 26.333
H -8.611 -14.491 27.376
H -10.434 -15.316 25.917
H -10.526 -14.501 23.535
H -9.739 -13.020 22.005
H -7.181 -11.313 22.050
H -8.636 -11.055 23.168
H -8.780 -10.989 21.377
H -6.884 -13.601 20.988
H -8.457 -13.618 20.128
H -8.059 -14.895 21.180
F -4.812 -12.845 21.872
B -5.092 -13.202 23.198
F -3.901 -13.494 23.794
C -0.780 -16.994 20.674
C -1.366 -15.933 21.582
O -0.489 -14.807 21.602
C 0.229 -14.725 22.830
C 1.739 -14.808 22.525
H -1.529 -17.714 20.402
H 0.103 -17.447 21.231
H -0.482 -16.485 19.738
H -1.490 -16.303 22.611
H -2.380 -15.578 21.254
H -0.082 -15.555 23.451
H -0.050 -13.824 23.352
H 1.925 -15.848 22.119
H 2.280 -14.675 23.492
H 2.038 -14.120 21.703
O -4.274 -11.372 19.407
C -3.668 -12.377 18.903
O -2.718 -12.995 19.551
C -3.873 -12.796 17.470
C -3.170 -13.849 16.871
C -3.389 -14.222 15.550
C -4.346 -13.588 14.797
C -4.995 -12.527 15.410
C -4.741 -12.007 16.688
N -5.972 -11.817 14.725
O -6.373 -10.731 15.187
O -6.316 -12.362 13.629
H -2.531 -14.451 17.500
H -2.810 -15.026 15.061
H -4.567 -13.965 13.792
H -5.058 -10.982 16.889
*
```

energy above the lowest of the compared OMol25 structures with the same formula, charge and spin: 0.0 kcal/mol
expectation value of S²: 12.033
LUMO level (alpha / beta): 1.0 / 1.0 eV
gap between HOMO and LUMO (alpha / beta): 2.5 / 4.3 eV

Computed, not measured: a structure of composition C22H14ClN3O3Ti, with ωB97M-V/def2-TZVPD.

Structure (ORCA input):
```
! RIJCOSX wB97M-V def2-TZVPD def2/J DEFGRID3
* xyz 1 2
Ti 0.000 -0.057 -0.568
Cl 4.563 2.253 4.334
C 3.648 1.373 3.165
C 4.307 0.528 2.265
C 3.594 -0.183 1.330
C 2.200 -0.064 1.233
O 1.548 -0.775 0.324
C 1.533 0.785 2.158
C 0.107 0.823 2.263
N -0.688 0.417 1.326
C -2.059 0.149 1.503
C -2.903 0.768 2.385
C -4.243 0.347 2.485
C -4.716 -0.682 1.719
C -3.868 -1.331 0.794
C -4.278 -2.401 -0.035
C -3.389 -2.959 -0.911
C -2.088 -2.440 -0.989
N -1.667 -1.454 -0.226
C -2.534 -0.899 0.673
C 2.284 1.479 3.129
H 5.383 0.430 2.322
H 4.094 -0.858 0.647
H -0.299 1.172 3.212
H -2.553 1.588 2.998
H -4.899 0.850 3.182
H -5.744 -1.009 1.805
H -5.296 -2.764 0.033
H -3.668 -3.775 -1.561
H -1.383 -2.839 -1.710
H 1.775 2.107 3.850
O -1.332 -0.145 -3.945
C -0.722 0.382 -3.049
O -1.199 0.797 -1.899
C 0.782 0.590 -3.162
C 1.432 0.434 -4.372
C 2.790 0.708 -4.415
C 3.443 1.088 -3.247
C 2.727 1.161 -2.066
N 1.413 0.932 -2.028
H 0.865 0.124 -5.237
H 3.337 0.626 -5.344
H 4.500 1.313 -3.246
H 3.204 1.410 -1.126
*
```

expectation value of S²: 0.753
LUMO level (alpha / beta): -4.0 / -4.0 eV
gap between HOMO and LUMO (alpha / beta): 7.5 / 7.4 eV

Computed, not measured: a cluster of 2 separate species, C24H50N2O3 in total, with ωB97M-V/def2-TZVPD.

Structure (ORCA input):
```
! RIJCOSX wB97M-V def2-TZVPD def2/J DEFGRID3
* xyz 1 2
C 4.818 -2.347 -2.169
C 3.393 -2.839 -2.470
C 2.480 -2.867 -1.241
C 0.983 -2.961 -1.573
C 0.077 -2.178 -0.619
C -0.215 -0.719 -1.025
O 1.088 -0.198 -1.323
C 1.233 1.132 -1.777
C 2.723 1.397 -2.013
C 3.082 1.169 -3.474
C 3.148 2.799 -1.556
C 3.211 3.073 -0.034
C 3.641 1.852 0.783
C 1.927 3.671 0.552
C -1.119 -0.746 -2.288
C -2.368 0.153 -2.351
C -2.072 1.585 -2.792
C -3.371 -0.426 -3.342
N -2.995 0.103 -0.997
O -3.734 -0.921 -0.787
C -2.247 0.621 0.190
C -2.242 2.162 0.212
C -3.014 0.148 1.422
C -0.817 0.008 0.220
H 4.955 -2.164 -1.101
H 5.574 -3.071 -2.472
H 5.045 -1.415 -2.689
H 2.924 -2.207 -3.229
H 3.441 -3.841 -2.904
H 2.754 -3.728 -0.621
H 2.671 -1.976 -0.639
H 0.818 -2.620 -2.600
H 0.667 -4.007 -1.551
H 0.516 -2.183 0.385
H -0.893 -2.678 -0.531
H 0.814 1.834 -1.047
H 0.680 1.274 -2.714
H 3.245 0.643 -1.420
H 2.538 1.864 -4.121
H 2.832 0.154 -3.790
H 4.150 1.320 -3.646
H 2.463 3.520 -2.021
H 4.131 3.012 -1.986
H 3.989 3.828 0.106
H 2.833 1.117 0.859
H 4.500 1.344 0.342
H 3.921 2.151 1.796
H 1.437 4.350 -0.151
H 1.205 2.898 0.828
H 2.134 4.240 1.460
H -0.494 -0.545 -3.161
H -1.476 -1.770 -2.404
H -1.660 1.549 -3.801
H -2.992 2.171 -2.824
H -1.357 2.109 -2.169
H -4.343 0.055 -3.232
H -3.509 -1.495 -3.203
H -3.010 -0.243 -4.356
H -2.299 2.509 1.245
H -1.342 2.595 -0.218
H -3.104 2.565 -0.319
H -3.013 -0.940 1.479
H -2.533 0.564 2.310
H -4.050 0.489 1.382
H -0.108 0.782 0.514
H -0.807 -0.720 1.032
C -3.448 -2.113 4.570
C -3.338 -0.809 5.271
O -3.058 0.260 4.871
N -3.631 -0.887 6.799
C -2.364 -1.102 7.585
H -3.189 -1.958 3.526
H -2.783 -2.855 5.016
H -4.470 -2.492 4.642
H -4.310 -1.618 7.016
H -4.038 0.016 7.051
H -1.913 -2.037 7.267
H -2.613 -1.143 8.641
H -1.703 -0.265 7.378
*
```

expectation value of S²: 0.754
LUMO level (alpha / beta): -3.8 / -3.8 eV
gap between HOMO and LUMO (alpha / beta): 6.0 / 7.3 eV